Below is a single C3H4N2O2 molecule in a non-equilibrium geometry, with properties calculated with ωB97M-V/def2-TZVPD.

Cartesian coordinates (Å):
O: 1.309 -1.011 0.682
O: 2.265 0.799 -0.451
N: 0.817 -1.012 -0.600
N: 0.115 1.026 0.465
C: 1.109 0.221 0.051
C: -1.065 0.552 0.268
C: -1.371 -0.829 -0.222
H: -1.922 1.101 0.624
H: 2.289 1.636 -0.144
H: -1.559 -1.690 0.400
H: -1.987 -0.793 -1.072

Summary:
multiplicity	1
HOMO energy (alpha / beta)	-9.19 / -8.86	eV
HOMO-LUMO gap (alpha / beta)	9.0 / 8.9	eV
calculated total energy	-376.50697	Eh
energy relative to the best compared isomer or geometry (same formula, charge and spin)	6.989	eV

Charges per atom according to Löwdin partitioning, unit e:
1 O 0.0377
2 O 0.1307
3 N 0.1676
4 N 0.1478
5 C -0.6915
6 C -0.1317
7 C 0.0717
8 H 0.1069
9 H 0.0391
10 H 0.0753
11 H 0.0465

Below is a single C3H4N2O2 molecule in a non-equilibrium geometry, with properties calculated with ωB97M-V/def2-TZVPD.

Cartesian coordinates (Å):
O: -2.840 -0.430 -0.371
O: -1.419 1.205 0.305
N: 1.792 -0.406 -0.092
N: -0.566 -0.874 0.079
C: 0.491 -0.002 0.063
C: -1.742 -0.023 -0.120
C: -0.067 1.236 -0.069
H: 0.367 2.207 -0.182
H: -0.517 -1.879 0.101
H: 2.014 -1.340 0.218
H: 2.485 0.307 0.067

Summary:
multiplicity	1
HOMO energy	-7.83	eV
HOMO-LUMO gap	8.4	eV
calculated total energy	-376.68367	Eh
energy relative to the best compared isomer or geometry (same formula, charge and spin)	2.180	eV
SMILES	Nc1coc(=O)[nH]1

Charges per atom according to Löwdin partitioning, unit e:
1 O 0.1286
2 O 0.0842
3 N 0.1261
4 N 0.1662
5 C -0.3852
6 C -0.5077
7 C -0.0724
8 H 0.1070
9 H 0.1545
10 H 0.0967
11 H 0.1020

Below is a single C3H4N2O2S molecule in a non-equilibrium geometry, with properties calculated with ωB97M-V/def2-TZVPD.

Cartesian coordinates (Å):
S: -0.201 -0.596 2.876
O: 1.237 -0.650 0.547
O: -0.407 0.730 0.482
N: 1.277 -0.472 -0.844
N: -1.811 0.820 0.855
C: 0.171 -0.172 1.289
C: -2.579 1.191 -0.062
C: 2.417 -1.024 -1.180
H: -2.235 1.277 -1.161
H: 3.374 -1.364 -0.575
H: 2.523 -1.008 -2.273
H: -3.766 1.266 0.046

Summary:
multiplicity	1
HOMO energy	-8.80	eV
HOMO-LUMO gap	9.1	eV
calculated total energy	-774.69521	Eh
energy relative to the best compared isomer or geometry (same formula, charge and spin)	6.302	eV
SMILES	C=NOC(=S)ON=C

Charges per atom according to Löwdin partitioning, unit e:
1 S 0.6657
2 O -0.1500
3 O -0.1043
4 N 0.0266
5 N -0.0088
6 C -0.8440
7 C -0.0273
8 C 0.0056
9 H 0.1080
10 H 0.1335
11 H 0.0679
12 H 0.1270

Below is a single C3H4N2O2S molecule in a non-equilibrium geometry, with properties calculated with ωB97M-V/def2-TZVPD.

Cartesian coordinates (Å):
S: 2.228 -0.724 -0.244
O: -2.876 -0.515 -0.127
O: -1.150 1.001 -0.209
N: 0.973 1.992 -0.028
N: 0.620 -0.326 0.227
C: 0.189 0.976 0.037
C: -1.712 -0.266 -0.110
C: -0.507 -1.236 0.030
H: 0.480 2.826 -0.318
H: -0.651 -1.896 0.883
H: -0.380 -1.862 -0.868
H: 2.786 0.032 0.726

Summary:
multiplicity	1
HOMO energy	-9.31	eV
HOMO-LUMO gap	9.8	eV
calculated total energy	-774.88499	Eh
energy relative to the best compared isomer or geometry (same formula, charge and spin)	1.137	eV
SMILES	[H]/N=C1\OC(=O)CN1S

Charges per atom according to Löwdin partitioning, unit e:
1 S 0.8123
2 O 0.1637
3 O 0.1278
4 N 0.1435
5 N -0.4442
6 C -0.5389
7 C -0.3819
8 C -0.0851
9 H 0.0560
10 H 0.1294
11 H 0.1313
12 H -0.1139

Below is a molecular structure, C3H4N2O2S in a non-equilibrium geometry, with properties calculated with ωB97M-V/def2-TZVPD.

Cartesian coordinates (Å):
S: -2.577 -0.335 -0.161
O: 2.092 0.922 -0.260
O: -0.910 2.056 0.241
N: -0.715 -0.229 0.045
N: 1.189 -1.367 -0.083
C: -0.106 -1.317 -0.035
C: 1.951 -0.242 0.174
C: -0.337 1.186 -0.473
H: 2.543 -0.342 1.065
H: -3.064 0.683 1.152
H: -0.581 -2.328 -0.327
H: 0.516 1.311 -1.337

Summary:
multiplicity	1
HOMO energy	-9.93	eV
HOMO-LUMO gap	9.5	eV
calculated total energy	-774.72858	Eh
energy relative to the best compared isomer or geometry (same formula, charge and spin)	5.393	eV

Charges per atom according to Löwdin partitioning, unit e:
1 S 0.6823
2 O -0.0272
3 O -0.0411
4 N -0.3323
5 N 0.0981
6 C -0.3738
7 C -0.3124
8 C -0.2180
9 H 0.1141
10 H 0.0644
11 H 0.1532
12 H 0.1929

Below is a single C3H4N2O2S molecule in a non-equilibrium geometry, with properties calculated with ωB97M-V/def2-TZVPD.

Cartesian coordinates (Å):
S: 0.559 -1.576 -0.365
O: 2.011 0.630 -0.325
O: -2.834 0.199 0.052
N: -1.825 -0.716 -0.247
N: 0.992 1.508 -0.310
C: -0.204 1.084 -0.213
C: 1.863 -0.615 0.365
C: -0.614 -0.278 -0.182
H: -3.566 -0.428 -0.037
H: 1.796 -0.492 1.487
H: 2.850 -1.140 0.041
H: -1.028 1.823 -0.265

Summary:
multiplicity	1
HOMO energy	-8.89	eV
HOMO-LUMO gap	8.8	eV
calculated total energy	-774.74473	Eh
energy relative to the best compared isomer or geometry (same formula, charge and spin)	4.954	eV
SMILES	O/N=C1\C=NOCS1

Charges per atom according to Löwdin partitioning, unit e:
1 S 0.9761
2 O -0.1852
3 O -0.0489
4 N -0.0386
5 N 0.0486
6 C -0.1391
7 C -0.4887
8 C -0.5970
9 H 0.1003
10 H 0.1143
11 H 0.1228
12 H 0.1356

Below is a single C3H4N2O2S molecule in a non-equilibrium geometry, with properties calculated with ωB97M-V/def2-TZVPD.

Cartesian coordinates (Å):
S: -0.446 0.848 -1.468
O: 1.224 -1.706 -0.576
O: -1.321 -1.575 -2.281
N: -0.642 2.054 0.923
N: 0.606 0.200 0.883
C: 1.428 -0.851 0.412
C: -0.240 1.070 0.206
C: -1.050 -0.954 -1.305
H: 0.733 0.487 1.882
H: 2.456 -0.892 1.130
H: -1.339 -1.298 -0.237
H: -1.408 2.615 0.432

Summary:
multiplicity	1
HOMO energy	-9.89	eV
HOMO-LUMO gap	9.9	eV
calculated total energy	-774.83733	Eh
energy relative to the best compared isomer or geometry (same formula, charge and spin)	2.434	eV
SMILES	[H]/N=C(/NC=O)SC=O

Charges per atom according to Löwdin partitioning, unit e:
1 S 0.9951
2 O -0.0686
3 O 0.0112
4 N 0.0763
5 N 0.0052
6 C -0.2091
7 C -0.8564
8 C -0.5020
9 H 0.1567
10 H 0.1807
11 H 0.1331
12 H 0.0777

Below is 2 unconnected molecules or ions with the total composition C3H4N2O2S in a non-equilibrium geometry, with properties calculated with ωB97M-V/def2-TZVPD.

Cartesian coordinates (Å):
S: -0.516 0.961 -0.425
O: 0.995 -0.093 -2.229
O: 1.064 -2.480 0.810
N: 1.286 -0.763 -1.049
N: -1.453 0.828 1.081
C: 0.475 -0.453 -0.131
C: 0.622 -1.373 1.025
C: -2.002 1.969 1.589
H: -1.577 3.336 1.381
H: -2.529 1.773 2.475
H: 0.589 -0.857 1.968
H: 1.902 -0.351 -2.792

Summary:
multiplicity	1
HOMO energy	-9.00	eV
HOMO-LUMO gap	8.9	eV
calculated total energy	-774.69133	Eh
energy relative to the best compared isomer or geometry (same formula, charge and spin)	6.407	eV

Charges per atom according to Löwdin partitioning, unit e:
1 S 0.9487
2 O -0.1653
3 O 0.0774
4 N -0.0439
5 N -0.3564
6 C -0.5887
7 C -0.2335
8 C -0.1385
9 H 0.1816
10 H 0.0078
11 H 0.1064
12 H 0.2042

Below is a single C3H4N2O3 molecule in a non-equilibrium geometry, with properties calculated with ωB97M-V/def2-TZVPD.

Cartesian coordinates (Å):
O: -1.239 1.425 -1.426
O: 0.214 -1.249 1.304
O: -1.593 0.092 1.016
N: 1.479 -1.444 0.691
N: 1.592 -0.588 -0.219
C: 0.481 0.198 -0.291
C: -0.375 -0.271 0.657
C: 0.172 1.286 -1.293
H: 0.540 2.226 -0.930
H: -1.866 0.761 0.333
H: -1.544 0.767 -2.037
H: 0.653 1.053 -2.262

Summary:
multiplicity	1
HOMO energy	-9.45	eV
HOMO-LUMO gap	9.8	eV
calculated total energy	-451.88212	Eh
energy relative to the best compared isomer or geometry (same formula, charge and spin)	2.657	eV
SMILES	OCc1nnoc1O

Charges per atom according to Löwdin partitioning, unit e:
1 O -0.0553
2 O 0.0734
3 O 0.1419
4 N 0.0493
5 N 0.0610
6 C -0.2047
7 C -0.3798
8 C -0.1622
9 H 0.1170
10 H 0.1284
11 H 0.0964
12 H 0.1346

Below is a single C3H4N2O3 molecule in a non-equilibrium geometry, with properties calculated with ωB97M-V/def2-TZVPD.

Cartesian coordinates (Å):
O: -2.610 0.089 -0.188
O: 0.202 1.710 0.603
O: 1.611 0.497 -0.472
N: -1.559 -0.880 0.134
N: 0.312 0.740 -0.427
C: -0.279 -0.524 -0.042
C: 1.993 -0.727 0.143
C: 0.869 -1.430 0.238
H: -0.585 2.354 0.210
H: 3.040 -0.714 -0.107
H: -3.501 -0.538 -0.181
H: 0.655 -2.403 0.556

Summary:
multiplicity	1
HOMO energy	-8.62	eV
HOMO-LUMO gap	8.9	eV
calculated total energy	-451.69905	Eh
energy relative to the best compared isomer or geometry (same formula, charge and spin)	7.638	eV
SMILES	O/N=c1/ccon1O

Charges per atom according to Löwdin partitioning, unit e:
1 O -0.1415
2 O -0.0228
3 O -0.0791
4 N 0.0441
5 N -0.1537
6 C -0.2371
7 C -0.0042
8 C 0.0002
9 H 0.1970
10 H 0.1343
11 H 0.1709
12 H 0.0919